[1]
Here is C16H28As2F12HfN4 as an isolated structure from the Open Molecules 2025 dataset. Energies are from ωB97M-V/def2-TZVPD.

HOMO (alpha / beta) ... -12.9 / -13.7 eV
Expectation value of S² ... 0.751
Total energy ... -6563.2526 hartree

The geometry in ORCA input format:
```
! wB97M-V def2-TZVPD RIJCOSX def2/J DEFGRID3
* xyz 1 2
F -0.798 -2.238 0.606
H -4.229 4.576 0.598
F 3.480 -1.892 4.126
H -3.191 1.065 3.262
F 0.694 -0.428 0.061
C -0.043 0.588 -5.310
F 1.484 -2.960 4.973
F -1.016 0.623 -1.585
As 1.810 -1.982 3.540
H -0.247 3.294 4.243
H -3.000 -0.143 4.578
H 2.095 0.313 -5.209
F -1.502 0.239 0.876
F -2.623 -1.250 -0.928
H -0.130 2.380 -3.993
H -1.400 3.033 3.102
C 1.209 -0.147 -4.773
As -0.954 -0.821 -0.521
H -3.414 5.484 -0.604
C 1.548 -5.548 -0.150
F 0.074 -1.846 3.113
C 2.960 -4.772 -0.172
C 0.065 2.154 -5.042
H -2.849 5.502 1.068
N 1.091 1.423 2.071
H 0.956 -5.478 0.763
H -0.691 2.769 -5.530
C 2.751 -3.283 -0.313
C -1.484 1.444 4.601
C 0.269 1.868 2.760
N 1.913 0.059 -2.215
H -1.875 3.100 0.718
H -0.073 0.583 -6.400
H 1.734 -6.622 -0.181
C 0.161 3.048 -0.786
F 1.648 -0.392 4.393
C -2.162 3.771 -0.091
C 0.581 -5.236 -1.316
Hf 2.853 0.435 0.283
H -0.225 -5.969 -1.336
F 2.168 -1.149 1.927
H -1.009 4.627 -1.753
H 3.557 -4.995 -1.057
F 2.078 -3.451 2.536
C -3.229 4.862 0.272
H -2.241 2.098 5.033
C 1.574 -0.072 -3.333
H -0.280 4.857 -0.209
H -0.984 0.205 -4.916
H 3.539 -4.753 0.751
H 1.092 2.416 -5.294
N 2.576 -2.122 -0.488
C -0.678 2.462 3.686
F -0.260 -1.740 -1.929
C -2.484 0.461 3.831
N 1.052 2.273 -0.649
H -0.925 0.971 5.409
C -0.890 4.156 -0.778
H 1.200 -5.391 -2.200
H -1.937 -0.127 3.094
H 0.065 -4.279 -1.398
H -2.753 3.140 -0.756
H 1.298 -1.195 -5.057
*
```

From a Mulliken analysis of the wavefunction, the atomic charges in e read: -0.52 0.38 -0.46 0.35 0.17 -0.47 -0.46 -0.46 1.95 0.48 0.39 0.40 -0.46 -0.48 0.04 0.06 -0.64 1.70 0.38 -0.42 -0.39 -0.55 -0.90 0.34 -0.15 0.32 0.39 0.14 -0.65 0.10 -0.21 -0.06 0.32 0.37 0.08 -0.50 0.14 -1.08 1.58 0.38 -0.37 0.39 0.41 -0.47 -1.44 0.34 0.25 0.34 0.36 0.34 0.32 -0.23 -0.28 -0.49 -0.74 -0.31 0.36 -0.43 0.32 -0.07 0.18 0.26 0.36

---

[2]
Here is a 9-piece molecular cluster, C16H28B2N3O32S4 overall from the Open Molecules 2025 dataset. Energies are from ωB97M-V/def2-TZVPD.

HOMO ... -12.3 eV
Total energy ... -4840.9362 hartree
Energy relative to the best compared isomer or geometry (same formula, charge and spin) ... 57.0 kcal per mole

The geometry in ORCA input format:
```
! wB97M-V def2-TZVPD RIJCOSX def2/J DEFGRID3
* xyz 1 1
C 1.044 0.784 -0.935
C -2.810 0.998 2.022
H -5.128 -3.714 -0.693
H 1.996 4.032 0.499
O -6.264 -1.667 1.627
H 3.362 1.961 2.424
S 3.356 4.849 3.121
C -1.608 -2.349 -2.437
C 5.611 0.629 -1.568
C -2.316 -2.013 -1.124
O -3.413 -2.338 -0.742
O 0.964 -1.505 -0.529
N -1.275 -5.860 -4.012
O -4.162 -2.422 1.706
B -3.185 -2.742 2.732
H -1.070 0.257 3.138
O -2.088 6.575 -4.630
C -1.340 0.736 2.205
H 1.926 -2.645 2.318
O 2.938 -0.496 -0.060
H 2.858 -1.269 2.612
O -2.002 4.078 2.955
H -0.869 0.252 1.350
H -3.367 0.246 1.469
H 3.723 2.353 0.758
H -2.765 3.873 -1.653
H -1.494 -5.957 -3.022
H 5.409 -1.615 -1.532
N 2.861 -2.215 2.230
C 1.794 -0.475 -0.433
C 3.389 2.784 1.702
O 1.422 1.902 -1.007
H 3.213 -2.162 1.268
H 4.780 -0.818 -2.940
O -3.900 -2.391 3.985
O -0.169 0.401 -1.320
C -0.915 -2.930 2.730
O -1.121 3.902 0.641
H -0.157 3.393 -2.334
N -5.295 -3.754 0.317
O 6.713 -0.821 -3.064
O 3.708 6.166 2.728
O 6.943 1.148 -1.724
O -0.912 -5.326 3.096
H -2.439 2.616 -2.776
H -3.343 1.121 2.969
O -0.584 4.585 -3.969
O 8.639 0.750 -3.546
H -6.168 -3.246 0.486
B -0.255 -1.030 -1.166
O -1.960 -3.211 -3.209
O -2.948 4.466 -3.581
O -0.474 -1.700 -2.462
O 8.659 -0.617 -1.478
C -5.266 -1.916 2.229
H 1.219 2.864 1.343
H -5.357 -4.721 0.625
O 1.914 4.440 2.485
O -1.875 -2.045 2.684
O -2.114 4.454 -5.931
C -1.533 -4.347 2.831
H 5.649 0.526 -0.479
H -1.214 -6.753 -4.516
H -1.913 -5.207 -4.475
S -1.927 5.145 -4.691
H 4.864 1.339 -1.907
O 3.368 4.466 4.496
H -0.296 -5.562 -4.101
O -1.437 -1.410 -0.374
O -2.836 -4.196 2.764
H -4.517 -3.185 0.683
S -1.670 3.290 1.818
C -0.839 4.188 -2.646
C 2.097 3.501 1.455
S 7.934 0.116 -2.480
O 0.264 -2.694 2.774
O -2.970 2.311 1.438
O 4.229 3.777 2.297
C -2.274 3.685 -2.609
O -5.783 -1.273 4.517
C -5.058 -1.830 3.752
H 3.548 -2.763 2.753
C 5.585 -0.772 -2.200
H -0.586 4.970 -1.925
O -0.718 2.031 2.249
*
```

From a Mulliken analysis of the wavefunction, the atomic charges in e read: 0.79 -0.11 0.35 0.29 -0.65 0.16 1.04 0.13 0.03 0.60 -0.69 -0.69 -0.47 -0.30 0.80 0.35 -0.53 0.54 0.43 -0.70 0.28 -0.60 -0.43 0.05 0.12 0.16 0.35 0.24 -0.24 0.38 0.24 -0.55 0.25 0.22 -0.57 -0.62 0.53 -0.42 -0.11 -0.39 -0.40 -0.54 -0.39 -0.56 0.16 0.22 -0.35 -0.51 0.38 1.28 -0.64 -0.43 -0.66 -0.53 0.92 -0.71 0.31 -0.25 0.05 -0.53 0.26 0.07 0.39 0.37 1.10 0.25 -0.56 0.37 0.35 -0.59 0.46 1.10 0.23 0.59 1.06 -0.86 -0.42 -0.36 0.06 -0.54 0.31 0.46 -0.03 0.26 -0.46

---

[3]
Here is a 8-piece molecular cluster, C16H28Br2N4O12S3 overall from the Open Molecules 2025 dataset. Energies are from ωB97M-V/def2-TZVPD.

HOMO ... -10.3 eV
Total energy ... -8090.8107 hartree
SMILES ... O=S1(=O)OCCO1.O=S1(=O)OCCO1.O=S1(=O)OCCO1.BrCCBr.CC#N.CC#N.CC#N.CC#N
Energy relative to the best compared isomer or geometry (same formula, charge and spin) ... 11.9 kcal per mole

The geometry in ORCA input format:
```
! wB97M-V def2-TZVPD RIJCOSX def2/J DEFGRID3
* xyz 0 1
H 2.708 -0.022 -1.560
H -0.158 -0.893 1.959
H -1.768 2.308 -5.907
H -2.720 -4.361 -5.011
O 4.000 2.613 7.103
O 0.435 1.328 -4.329
C -4.291 -1.437 -0.598
O 4.644 2.305 1.064
H -2.867 -1.350 3.858
C 0.538 -0.269 1.402
H 1.625 1.395 -2.064
O 2.959 4.642 6.080
H 1.204 -5.173 -0.146
S -0.701 0.521 -3.931
H -3.261 -1.822 -0.815
C -0.370 -5.104 -1.508
H -1.985 3.347 -3.753
O 2.672 1.615 -0.304
H 2.513 0.537 1.676
O -1.572 1.409 -2.941
Br -0.457 1.373 0.961
H 1.179 -6.538 -1.202
C -2.410 1.763 -5.202
O -1.859 0.387 -5.043
H -3.043 -2.716 5.042
H -1.452 -1.905 4.843
H -2.556 -2.825 -5.967
C -1.934 -3.036 3.219
H 1.778 2.704 3.601
N -4.336 -1.917 -3.604
H 2.292 5.268 4.123
N -1.130 -4.438 -2.029
C 3.855 1.645 -2.416
H 1.839 0.059 3.171
H 4.329 0.845 -2.932
C 1.853 -0.169 2.111
O -0.504 -0.721 -3.300
N -1.535 -3.643 2.341
H 0.643 3.615 4.709
H -4.959 -2.174 -0.952
N -4.426 -1.035 1.921
H 3.649 4.159 4.044
H -1.533 -3.082 -4.404
C 0.528 -5.851 -0.674
H -3.438 1.675 -5.617
H -4.453 -0.533 -1.045
O 3.558 3.981 -0.341
S 2.795 3.285 6.875
C 1.722 3.281 4.552
H 0.681 -0.809 0.480
H -3.474 2.262 -3.512
Br 2.765 -1.840 1.805
O 1.910 3.462 7.944
C -2.355 -2.175 4.326
C -2.500 -3.279 -4.949
C -3.511 -2.533 -4.186
C 2.631 1.104 -1.686
S 3.959 2.615 -0.161
C 2.745 4.384 4.592
O 4.723 2.146 -1.431
H 3.641 2.443 -3.058
C -2.396 2.321 -3.752
O 2.084 2.427 5.679
H -0.075 -6.322 0.059
C -4.426 -1.250 0.789
*
```

From a Mulliken analysis of the wavefunction, the atomic charges in e read: 0.25 0.33 0.26 0.35 -0.52 -0.61 -0.69 -0.59 0.29 -0.57 -0.07 -0.33 0.18 1.09 0.19 0.37 0.26 -0.13 -0.26 -0.18 -0.18 0.32 -0.40 -0.30 0.31 0.29 0.31 0.37 -0.01 -0.56 0.31 -0.33 -0.41 0.41 0.33 0.11 -0.44 -0.41 0.25 0.39 -0.48 0.31 0.10 -0.81 0.31 0.27 -0.59 1.08 0.04 0.29 0.30 -0.18 -0.53 -0.81 -0.64 0.49 0.08 1.13 -0.30 -0.36 0.34 -0.29 -0.30 0.27 0.30

---

[4]
Here is a 5-piece molecular cluster, C16H28F5N6O10 overall from the Open Molecules 2025 dataset. Energies are from ωB97M-V/def2-TZVPD.

HOMO ... -12.5 eV
Total energy ... -2205.6989 hartree

The geometry in ORCA input format:
```
! wB97M-V def2-TZVPD RIJCOSX def2/J DEFGRID3
* xyz 1 1
H -2.168 0.180 -1.851
C 2.770 3.726 -0.473
C 1.438 1.018 1.541
H 3.528 -1.753 -1.346
O -3.101 -0.265 -4.688
O -3.301 -7.519 3.795
H 0.393 2.144 -6.051
H 2.200 2.973 -1.163
H -0.014 -4.672 4.427
C -3.036 0.429 -2.465
H -3.446 1.405 -2.196
C 2.806 0.166 1.109
H -4.968 -5.645 3.085
H 3.406 -2.059 1.173
N -3.372 -6.365 4.234
O 1.604 -0.805 -1.649
N 2.392 1.858 -6.668
H -3.801 -0.346 -2.385
O -0.173 -2.287 -2.350
H 1.268 3.623 -6.574
O -1.180 -1.681 4.554
O -2.445 -5.723 4.742
H 0.718 2.417 -7.796
F -0.185 5.237 0.914
C 0.021 0.345 2.048
F -0.197 4.912 3.350
O -1.704 1.347 -4.135
H 3.550 0.306 2.029
C -0.520 -3.870 4.969
F -2.953 4.356 3.263
H 3.496 3.231 1.680
N 1.412 2.558 1.496
H 1.530 -1.847 1.211
H 2.531 4.859 -0.758
O 2.477 0.961 -5.822
H 2.000 -2.825 -0.981
H -4.611 -4.688 4.564
C 1.088 2.566 -6.780
C 1.399 -1.589 -4.302
F -2.870 3.387 0.962
H -1.819 1.427 2.611
H 2.415 -2.168 -4.440
H -5.410 -6.291 4.710
H 3.947 3.616 -0.639
H -0.237 -0.810 2.199
C -4.695 -5.692 4.142
C 0.915 -1.570 -2.731
N -0.626 -2.681 4.082
C -2.327 4.378 1.919
F -2.631 5.744 1.350
H 0.057 -3.575 5.848
H 1.426 -0.531 -4.803
C 2.457 -1.728 -0.873
N -0.841 1.569 2.266
H 2.191 4.590 1.614
C 2.508 -1.404 0.742
O -0.155 -2.780 2.943
O 3.292 2.223 -7.433
H 3.286 0.788 0.213
C 2.498 3.547 1.134
H -1.534 -4.170 5.242
C -0.659 4.342 2.034
H 0.578 -2.212 -4.900
C -0.044 2.813 1.937
N -2.577 0.509 -3.878
*
```

From a Mulliken analysis of the wavefunction, the atomic charges in e read: 0.20 -0.88 0.34 0.27 -0.50 -0.47 0.19 0.27 0.29 -0.68 0.32 -0.34 0.29 0.31 0.81 -0.14 0.85 0.30 -0.53 0.27 -0.52 -0.56 0.29 -0.25 -0.36 -0.24 -0.51 0.43 -0.73 -0.21 0.37 0.16 -0.11 0.31 -0.57 0.38 0.30 -0.59 -0.62 -0.19 0.30 0.31 0.28 0.28 0.15 -0.71 0.56 0.92 0.50 -0.24 0.30 0.07 -0.61 0.00 0.34 -0.17 -0.59 -0.50 0.26 -0.44 0.34 0.73 0.30 -0.22 0.87